The following is a quantum chemistry calculation of a 16-piece molecular cluster, C64H172N12O22 overall at a distorted geometry, from the OMol25 dataset.

E_HOMO: -8.59 eV
Kohn-Sham gap: 8.7 eV
energy above the lowest of the compared OMol25 structures with the same formula, charge and spin: 0.0 kJ/mol
electronic energy: -4853.27247 hartree
LUMO: 0.133 eV

```
270
C64H172N12O22 | the OMol25 dataset | wB97M-V/def2-TZVPD
C 8.07771 8.33224 -0.07307
O 8.62413 8.48298 1.16766
H 7.31312 7.55748 -0.01616
H 7.50281 9.20433 -0.38461
H 8.87869 8.12129 -0.78162
H 9.01663 7.64538 1.42451
C 10.35524 3.14132 2.09661
O 10.92616 4.35791 2.42049
H 10.60162 2.79167 1.09405
H 10.54324 2.29723 2.76012
H 9.27731 3.25936 2.20725
H 11.55697 4.60208 1.73927
C 8.12323 -1.47709 -2.67831
O 7.08362 -0.96516 -3.53729
H 8.95026 -1.92938 -3.22563
H 8.61274 -0.70126 -2.08960
H 7.69873 -2.25309 -2.04135
H 6.28179 -1.07943 -3.02191
C 4.19415 4.99029 6.48872
O 3.15966 4.06651 6.76127
H 3.74806 5.87346 6.03145
H 4.60650 5.28530 7.45362
H 4.95376 4.66353 5.77856
H 2.71948 3.73881 5.97358
C 0.68856 -3.49837 8.91129
O 0.11516 -3.12890 10.15023
C 1.04043 -2.66825 11.14449
C 0.27111 -2.42431 12.45394
N -0.16453 -3.66249 13.04144
C -1.09699 -3.41177 14.20273
C -1.28627 -4.75613 14.97292
O -1.97393 -5.71892 14.20504
C -3.38629 -5.57344 14.20719
H 1.21033 -2.68635 8.40484
H -0.11686 -3.80311 8.24306
H 1.24040 -4.41806 9.10553
H 1.62610 -1.86953 10.68939
H 1.78888 -3.44865 11.28200
H -0.55659 -1.75271 12.22598
H 0.88808 -1.91867 13.19676
H -0.77627 -4.09685 12.36528
H -2.07592 -2.96943 14.01797
H -0.61434 -2.67029 14.83941
H -1.85046 -4.55340 15.88324
H -0.33962 -5.13822 15.35496
H -3.71669 -4.57458 13.92220
H -3.86300 -5.85698 15.14552
H -3.71785 -6.33428 13.50058
C -4.92677 -0.18945 -9.83820
O -5.49739 -0.54190 -8.61442
C -4.65415 -1.23818 -7.72712
C -5.43245 -1.65048 -6.46553
N -6.22797 -2.85325 -6.68156
C -6.87088 -3.36587 -5.46804
C -7.69125 -4.62780 -5.79090
O -8.59142 -4.35098 -6.90147
C -9.52403 -5.39373 -7.15459
H -4.16276 -0.90307 -10.14666
H -4.43978 0.78231 -9.91947
H -5.64645 -0.23380 -10.65564
H -3.80786 -0.65192 -7.36906
H -4.22637 -2.14538 -8.15383
H -6.07095 -0.84251 -6.10831
H -4.77542 -1.82283 -5.61305
H -6.85028 -2.70438 -7.46300
H -7.60188 -2.67056 -5.05543
H -6.17726 -3.64681 -4.67553
H -8.27505 -4.89713 -4.91072
H -7.16516 -5.53713 -6.08148
H -9.98843 -5.70140 -6.21769
H -8.89254 -6.17643 -7.57494
H -10.19702 -4.99004 -7.91103
C -6.73549 2.49772 7.90939
O -7.80085 1.68873 7.32210
C -8.93667 1.47666 8.12872
C -10.25138 1.28301 7.32144
N -11.39234 1.07366 8.26138
C -11.68359 2.17099 9.15168
C -12.92314 1.71621 9.98955
O -14.04874 1.56520 9.13335
C -15.19723 1.15441 9.82037
H -6.77710 2.49919 8.99859
H -6.76493 3.52642 7.55022
H -5.73164 2.20114 7.60535
H -9.08596 2.35035 8.76313
H -8.87436 0.65760 8.84521
H -10.22754 0.36843 6.72893
H -10.36786 2.15315 6.67539
H -12.21574 0.82300 7.73291
H -11.90548 3.15676 8.74288
H -10.90772 2.41410 9.87763
H -13.09287 2.46831 10.76003
H -12.65249 0.84380 10.58433
H -15.35254 1.72040 10.73886
H -15.15465 0.08808 10.04226
H -16.15778 1.28822 9.32284
C 8.62634 -7.36295 -0.05744
O 9.67588 -6.74293 0.74379
C 10.34083 -7.65533 1.52714
C 9.61833 -7.84629 2.84137
N 9.50130 -6.53198 3.48419
C 8.43546 -6.48425 4.49803
C 8.33981 -5.05620 5.16981
O 7.65664 -4.21718 4.28092
C 7.42343 -2.89634 4.75314
H 8.19272 -6.55193 -0.64250
H 7.88899 -7.84241 0.58641
H 8.98172 -8.15688 -0.71431
H 11.30687 -7.24255 1.81778
H 10.60445 -8.61989 1.09329
H 10.10675 -8.56653 3.49773
H 8.60565 -8.18930 2.62942
H 9.30399 -5.90897 2.71411
H 8.72591 -7.19559 5.27116
H 7.44081 -6.75064 4.14051
H 9.30909 -4.59251 5.35307
H 7.83705 -5.23366 6.12051
H 6.87978 -2.86413 5.69734
H 6.91157 -2.34334 3.96556
H 8.39464 -2.43120 4.92192
C 2.66950 14.16826 5.87230
O 2.51751 12.81029 5.52667
C 1.23113 12.57787 5.06413
C 1.15914 11.21671 4.29875
N -0.21732 10.80416 3.94298
C -0.20977 9.40594 3.44071
C -1.59081 9.01362 2.83709
O -1.52916 7.65601 2.66436
C -2.86380 7.16688 2.44031
H 3.69738 14.27972 6.21748
H 2.03266 14.44807 6.71150
H 2.60888 14.83812 5.01457
H 0.86578 13.39826 4.44641
H 0.56101 12.57212 5.92378
H 1.69193 10.41060 4.80314
H 1.82001 11.45898 3.46649
H -0.70248 11.42563 3.31172
H 0.07237 8.66463 4.18834
H 0.42376 9.28981 2.56136
H -1.88430 9.62166 1.98137
H -2.31090 9.20294 3.63315
H -2.83861 6.10121 2.21267
H -3.35244 7.67266 1.60753
H -3.56564 7.25670 3.26945
C -6.45049 5.35456 -14.39890
O -5.91922 6.04011 -13.25709
C -6.92998 6.21983 -12.21448
C -6.20674 6.58258 -10.95176
N -7.21188 6.85407 -9.89423
C -6.51346 7.07278 -8.60770
C -5.77345 5.82245 -8.04400
O -5.25686 6.34755 -6.88085
C -4.27643 5.62162 -6.14698
H -5.70642 5.35825 -15.19542
H -7.29816 5.95824 -14.72314
H -6.74600 4.33025 -14.17187
H -7.46835 5.27568 -12.13183
H -7.70832 6.91521 -12.52873
H -5.63991 7.49541 -11.13492
H -5.59350 5.71969 -10.69205
H -7.64667 7.70882 -10.21116
H -7.33708 7.44033 -7.99561
H -5.89246 7.96856 -8.60132
H -5.03004 5.46463 -8.75633
H -6.39062 4.94014 -7.87448
H -3.44267 5.31108 -6.77668
H -4.66297 4.65617 -5.82050
H -3.97654 6.14846 -5.24110
C -5.21823 -1.77512 1.17442
C -4.60614 -2.63931 2.26143
C -3.96744 -3.98999 1.74483
O -4.92029 -4.78492 1.02371
C -4.25508 -5.78123 0.24377
N -3.56289 -1.83697 2.90607
H -4.47126 -1.41534 0.46683
H -5.88082 -1.01496 1.58823
H -5.89496 -2.43835 0.63565
H -5.35478 -2.86091 3.02204
H -3.61022 -4.54171 2.61436
H -3.12636 -3.68279 1.12329
H -3.40098 -5.35940 -0.28602
H -4.92037 -6.26029 -0.47455
H -3.81695 -6.49706 0.93928
H -3.02686 -2.50148 3.44569
H -4.05793 -1.19559 3.50912
C -0.90071 -6.84278 -5.24729
C -1.36905 -7.84548 -6.35017
C -2.02853 -9.06391 -5.74581
O -1.24635 -9.61468 -4.69716
C -1.83710 -10.83418 -4.12269
N -2.34436 -7.11621 -7.18064
H -0.22767 -7.38338 -4.58180
H -1.71362 -6.41620 -4.65966
H -0.33763 -6.01921 -5.68636
H -0.49628 -8.13825 -6.93383
H -2.13655 -9.85499 -6.48784
H -3.02104 -8.74045 -5.43213
H -2.66372 -10.54688 -3.47288
H -1.15990 -11.34648 -3.43928
H -2.24888 -11.53339 -4.85047
H -2.82859 -7.78629 -7.76082
H -3.11905 -6.75415 -6.64318
C 8.79817 6.70829 -6.16173
C 8.23819 5.41849 -5.45702
C 6.69803 5.25346 -5.71172
O 5.95421 6.24493 -4.92546
C 4.55800 6.33958 -5.26188
N 8.90978 4.32007 -6.01680
H 8.48220 6.77297 -7.20292
H 9.88749 6.67061 -6.16882
H 8.36929 7.57801 -5.66398
H 8.29227 5.47033 -4.36959
H 6.32861 4.26201 -5.44973
H 6.53023 5.46179 -6.76839
H 4.35831 6.47422 -6.32493
H 4.04535 7.11295 -4.68988
H 4.07246 5.39093 -5.03290
H 8.75255 4.37887 -7.01275
H 8.43121 3.46240 -5.78128
C 8.05992 -0.35393 -10.25499
C 6.97499 0.63151 -10.81121
C 5.67674 0.58885 -10.03813
O 4.74763 1.43518 -10.77237
C 3.41092 1.41728 -10.24680
N 7.50422 1.98880 -10.66244
H 8.38145 0.01764 -9.28204
H 8.86493 -0.43935 -10.98490
H 7.72393 -1.38469 -10.14204
H 6.78378 0.40281 -11.85965
H 5.77112 0.90846 -9.00033
H 5.33994 -0.44744 -10.06611
H 2.82767 2.10760 -10.85621
H 3.33576 1.71526 -9.20101
H 3.00712 0.40998 -10.34871
H 6.63436 2.49995 -10.70933
H 7.99761 2.16349 -11.52623
C 2.49885 -10.94418 1.58420
C 2.93036 -10.23559 2.79660
C 1.93918 -9.12967 3.31971
O 1.56954 -8.22410 2.30150
C 2.60627 -7.44126 1.74558
N 3.25981 -11.26671 3.77651
H 3.26711 -11.43995 0.99082
H 2.02475 -10.31604 0.83003
H 1.80061 -11.73916 1.84605
H 3.81364 -9.67844 2.48437
H 2.38737 -8.66375 4.19728
H 1.00903 -9.53717 3.71576
H 2.14571 -6.71374 1.07722
H 3.30847 -7.99751 1.12460
H 3.20234 -6.96755 2.52559
H 3.48947 -10.87038 4.67667
H 4.08507 -11.75451 3.45857
C 2.31131 3.10685 0.57958
C 1.22418 2.00451 0.53346
C 1.67913 0.61243 0.09779
O 2.31502 0.46866 -1.21725
C 1.49503 0.63431 -2.34678
N 0.72563 1.99079 1.88539
H 3.11521 2.75526 1.22628
H 1.93720 4.04099 0.99853
H 2.78127 3.27286 -0.38979
H 0.42519 2.30566 -0.14404
H 0.80620 -0.02195 0.25157
H 2.32537 0.22273 0.88430
H 0.75574 -0.15019 -2.50832
H 2.08489 0.74528 -3.25664
H 0.98042 1.59503 -2.36421
H 0.02334 1.26645 1.93247
H 0.17685 2.81079 2.10112
```